No. 1
Entry from the Open Molecules 2025 dataset: a cluster of 3 separate species, C28H56BBrN3O9 in total (the ωB97M-V functional and the def2-TZVPD basis).

Each line ends with the Mulliken charge.
Element x y z (Å)
1 H -1.1274 1.1889 1.9307  0.415
2 C -8.1700 3.5227 1.4399  -0.822
3 C -0.8340 0.1992 1.5562  -1.081
4 H 1.2076 -1.9567 2.8961  0.682
5 C -0.4333 -5.7209 -2.4535  -0.956
6 H -7.5754 3.3785 0.5314  0.373
7 H 6.2570 0.0281 -1.8310  0.483
8 O 6.0806 1.7984 -0.8483  -0.319
9 N 0.0302 -3.5975 -0.8783  0.885
10 H 4.2605 1.7931 0.1553  0.291
11 H 4.5813 0.5972 -1.6432  -0.254
12 H -7.5211 1.1259 2.9802  0.403
13 H -4.2412 5.7328 3.3749  0.402
14 H -5.4915 4.2047 1.8316  0.062
15 H 4.7259 3.5777 -1.6663  0.064
16 H -3.4746 -5.1750 -2.3088  0.310
17 H -5.8571 3.9498 6.4016  0.238
18 C 5.6688 1.5504 -3.2284  -0.545
19 H 1.7553 0.0056 -1.5170  0.412
20 C -4.3238 4.6621 3.5990  -0.559
21 H -0.7013 0.2361 0.4656  0.272
22 O -4.4677 2.4886 2.4079  -0.377
23 H 0.9154 -3.8425 -3.8440  0.290
24 C 1.7392 -2.3282 2.0151  -0.436
25 O 3.8526 -2.9100 2.8721  -0.438
26 H 5.7849 5.6358 -2.6270  0.393
27 C -4.5550 3.9052 2.3033  -0.300
28 H -2.5740 -0.4876 2.7652  0.407
29 B -0.0603 -4.2046 -2.2684  0.313
30 H -3.0991 -2.5087 -0.0974  0.375
31 H -4.1522 -6.4202 -1.1629  0.337
32 C 5.9181 4.6622 -3.1148  -0.574
33 C 2.5485 -3.5350 -0.7257  -1.065
34 C -0.5423 -2.7421 1.0342  0.768
35 H 7.8770 3.9526 -4.6146  0.374
36 H 0.5697 -1.2257 -1.9351  -0.277
37 H -9.1151 2.9749 1.3581  0.319
38 H 8.5516 5.3010 -3.6410  0.322
39 C 2.8136 -3.3382 2.4738  -0.025
40 H -2.6084 -0.8958 1.0366  0.168
41 H 5.9175 4.8204 -4.1976  0.352
42 C -1.3482 -2.2046 2.2164  -1.691
43 C -5.4932 1.8089 3.1262  -0.188
44 C 4.7548 3.7616 -2.7417  -0.248
45 H 5.6196 2.5925 0.9593  0.289
46 H -4.9326 -4.8165 -1.3884  0.350
47 H -5.5363 2.1528 4.1596  0.113
48 H 6.6659 1.9320 -3.4476  0.086
49 H -2.5746 -3.1928 -1.6121  0.285
50 H 2.0239 0.6168 -3.8469  0.276
51 H 0.2771 0.5391 -3.4698  0.378
52 H -6.7758 1.5492 1.4229  0.356
53 H -0.7756 -2.2305 3.1543  0.546
54 H 4.1684 -2.2949 -1.4158  0.545
55 C -3.1771 -4.7221 -0.2056  0.888
56 H -3.7604 4.1957 1.6109  0.428
57 H 2.2872 -1.4636 1.6133  0.229
58 H 2.9857 -1.3957 -0.4176  0.200
59 H 3.2174 -3.9269 0.0485  0.421
60 C 3.0945 -2.1415 -1.2209  -0.485
61 H -2.1576 -2.9379 2.3641  0.267
62 H 2.6018 -4.2209 -1.5804  0.459
63 H 0.1365 -0.0577 2.0084  0.163
64 H -1.4453 -5.8656 -2.8625  0.274
65 O 0.2243 -3.3940 -3.3326  -0.500
66 C 1.5130 -0.7575 -2.2798  0.647
67 C 5.6103 0.9156 -1.8548  0.158
68 H 5.4681 0.7631 -3.9596  0.498
69 C -4.9962 4.3119 5.8412  -0.806
70 O 7.1530 4.1232 -2.6721  -0.287
71 N -3.1015 -5.3161 0.9097  -0.796
72 H -4.1984 3.5657 5.9167  0.360
73 C -2.5336 -3.3507 -0.5193  -1.097
74 C 1.1880 -0.0548 -3.6099  -1.413
75 H -8.3886 4.5858 1.5364  0.235
76 O -7.4601 3.1224 2.5934  -0.270
77 C -1.9581 -0.8128 1.9175  -0.102
78 H 9.0162 3.6195 -3.3016  0.233
79 Br 2.5259 -5.2611 2.4751  -0.093
80 O 2.5371 -1.7338 -2.4422  -0.418
81 N 0.8488 -2.8033 0.9710  0.884
82 C -1.0940 -3.2303 -0.1015  -0.100
83 H -2.5561 -4.7219 1.5442  0.234
84 C -3.9725 -5.3577 -1.3452  -1.230
85 O 4.6795 2.5428 -3.4702  -0.460
86 H 3.8360 4.3022 -2.9825  0.429
87 H 5.5725 0.8167 0.9003  0.285
88 C 8.1979 4.2660 -3.6163  -0.811
89 H -4.6658 5.2623 6.2714  0.321
90 H -5.1734 0.7633 3.1585  0.342
91 H -3.3792 4.3329 4.0447  0.328
92 C 1.1361 -3.3340 -0.2306  -0.552
93 H 1.0491 -0.8101 -4.3930  0.301
94 O -5.4053 4.4924 4.4993  -0.283
95 H 0.2846 -6.2505 -3.1019  0.406
96 C 5.3392 1.7356 0.3473  -0.734
97 C -6.8610 1.8429 2.4752  -0.665
98 H -0.4231 -6.2566 -1.4888  0.334

Atoms 1-6, force components in eV/Å:
0.2 -0.2 -0.3
-0.1 0.0 0.2
-0.5 0.1 0.3
-0.1 -0.4 -0.3
0.2 -0.3 1.0
0.0 -0.1 0.0

Computed properties:
Calculated total energy (Ha): -4540.48509
Net charge: +1
Frontier orbital gap (eV): 8.10
Molar mass (g/mol): 669.48


No. 2
Entry from the Open Molecules 2025 dataset: a cluster of 12 separate species, C28H56BCl22N3O3PS in total (the ωB97M-V functional and the def2-TZVPD basis).

Each line ends with the Mulliken charge.
Element x y z (Å)
1 H -3.6427 -5.7785 1.4252  0.284
2 H -3.7784 7.9204 1.9892  0.249
3 H 2.2607 6.3361 0.7045  0.336
4 Cl -4.7545 6.8192 3.8138  -0.178
5 Cl -7.4308 8.3939 2.3880  -0.191
6 N 4.2669 -6.7420 3.6622  0.381
7 H 4.7105 -5.6091 6.7969  0.413
8 H 3.1512 4.1145 -4.3459  0.302
9 Cl 0.2512 4.7182 -0.5509  -0.132
10 Cl -6.3481 -3.4589 0.4146  -0.181
11 C 1.1966 4.4619 -5.2374  -0.530
12 C -6.5517 -8.5461 -8.1364  -0.417
13 C 1.5303 -4.7300 0.8960  -0.775
14 H -6.5415 -6.8090 -6.8635  0.272
15 H 3.7040 10.5761 4.2736  0.326
16 C -1.6081 -6.0743 -8.1568  -0.388
17 C 4.4745 -5.5776 5.6249  -0.311
18 H -2.0748 -5.6800 -9.0648  0.279
19 C -4.4092 -5.0138 1.5784  -0.441
20 H 0.5308 5.2967 -5.4767  0.329
21 H -0.3047 -5.2280 -4.0403  0.042
22 C -4.9535 -4.5515 0.2358  -0.084
23 O 5.5419 -2.7597 7.3484  -0.515
24 C 3.5549 -3.5376 -0.0231  -0.872
25 P 4.2187 -2.5798 6.1793  0.706
26 H 4.0470 1.1078 4.5549  0.384
27 C 2.5248 4.9479 -4.6784  -0.466
28 C 0.6945 6.8799 2.0792  0.143
29 Cl -0.2004 6.2210 3.4705  -0.205
30 C -1.0119 2.2942 -0.7955  -0.318
31 H -5.6167 9.3700 1.2700  0.320
32 N 2.9298 -4.8672 0.3380  0.282
33 Cl -1.9920 1.9017 2.8327  -0.153
34 C -0.3246 3.2112 0.2042  0.098
35 Cl 4.0402 -0.2122 2.6177  -0.293
36 C -5.7137 8.8365 2.2197  -0.479
37 Cl 4.9464 11.8156 2.6929  -0.190
38 C 0.0523 -4.2090 -3.8624  -0.194
39 H -0.9912 3.4787 1.0298  -0.128
40 H -4.1892 -4.0340 -0.3522  -0.026
41 H 0.5536 2.7122 0.6232  0.054
42 Cl 2.1318 10.0564 1.8808  -0.223
43 C -6.5118 -7.0396 -7.9328  -0.460
44 H -1.4932 -7.1560 -8.2762  0.339
45 H -0.3816 2.1073 -1.6703  0.202
46 H 1.0998 -5.8395 0.9907  0.262
47 H -1.7979 -3.1696 -4.2292  0.291
48 C -4.2680 3.3782 2.4196  -0.478
49 C 1.8218 5.9617 1.6336  0.326
50 C -2.4639 -5.7321 -6.9472  0.110
51 H 4.1687 -3.7235 -1.0293  0.240
52 H 3.4617 8.4291 2.9193  -0.087
53 H -1.2335 1.3317 -0.3245  0.355
54 C -4.8037 7.6182 2.2233  -0.338
55 H -0.0283 7.0011 1.2667  0.274
56 H -3.4877 -6.0826 -7.1053  -0.229
57 N 4.4940 -6.8862 4.9803  -0.742
58 H 3.6963 -3.0931 2.8389  -0.087
59 Cl -6.7155 -8.9885 -9.8541  -0.170
60 H 2.7134 -2.7523 -0.3233  0.288
61 C 3.6832 9.3916 2.4483  -0.016
62 H 5.0561 1.8144 3.2818  0.380
63 Cl -1.9700 -3.9498 -2.0254  -0.172
64 H 6.4231 -2.8300 6.8540  0.363
65 H -0.7025 -2.2990 -3.1427  0.352
66 Cl -3.4792 4.6563 1.4630  -0.177
67 H 5.5342 -6.6250 0.4253  0.350
68 C 4.0909 1.3412 3.4867  -0.487
69 H 1.3664 3.8882 -6.1527  0.309
70 H 5.2488 9.8096 3.8670  0.305
71 H 4.2390 -1.2945 4.3163  0.331
72 C 4.1917 -4.1207 5.0403  0.202
73 H 1.4632 -4.1219 1.8936  0.227
74 Cl -5.0185 -6.3127 -8.5750  -0.190
75 Cl 1.3695 -4.2865 -2.6658  -0.124
76 C 4.0225 -5.5521 2.8540  0.084
77 H -5.1573 3.8260 2.8735  0.319
78 H 4.3135 9.2047 1.5734  0.361
79 B 3.8292 -5.7286 1.2058  0.166
80 C 3.9219 -4.0640 3.4412  0.268
81 C -3.3569 2.8275 3.5055  -0.479
82 Cl 0.0167 -5.3526 -8.0580  -0.193
83 Cl 3.1390 5.8842 2.8301  -0.313
84 H -5.4614 9.5301 3.0277  0.331
85 Cl -3.6392 -3.6877 2.4847  -0.178
86 C -1.0750 -3.2908 -3.4167  -0.550
87 H -5.2995 -5.4144 -0.3412  0.321
88 H 1.0671 7.8717 2.3533  -0.103
89 Cl -1.8743 -6.5190 -5.4620  -0.256
90 H 4.3284 -3.1238 0.7516  0.323
91 H -7.4168 -8.9684 -7.6176  0.298
92 H 1.9684 1.7402 3.2200  0.369
93 H 4.2726 -7.6690 3.1340  0.368
94 H -2.9487 3.6264 4.1322  0.265
95 H -5.1967 -5.4413 2.2065  0.344
96 O 4.5648 -6.8364 0.5649  -0.509
97 O 4.6597 -1.1565 5.2225  -0.407
98 H -2.4966 -4.6529 -6.7693  0.362
99 C 2.9308 2.2492 3.1095  -0.476
100 H 0.8603 -4.2242 0.0477  0.225
101 Cl 2.3104 6.0613 -3.3053  -0.152
102 S 2.5602 -2.3026 7.1906  -0.291
103 H -5.1178 6.8784 1.4805  0.302
104 Cl -2.5633 2.9590 -1.3629  -0.193
105 H 0.4911 -3.8346 -4.7914  0.311
106 Cl 3.0548 2.8376 1.4328  -0.187
107 H -7.3634 -6.5457 -8.4107  0.362
108 C 4.3706 10.3086 3.4479  -0.469
109 Cl 0.3445 3.3833 -4.1047  -0.100
110 H 3.0726 5.4982 -5.4494  0.322
111 H -5.6508 -9.0293 -7.7461  0.305
112 H -3.9169 2.1426 4.1483  0.378
113 H -4.5963 2.5925 1.7323  0.370
114 H 2.9252 3.1323 3.7545  0.340
115 H 1.4648 4.9427 1.4556  -0.496

Atoms 1-6, force components in eV/Å:
-0.1 0.1 -0.1
-0.2 0.0 0.1
-0.1 0.0 0.2
-0.1 0.0 0.1
0.0 0.0 0.0
-0.4 2.0 -1.7

Computed properties:
Calculated total energy (Ha): -12378.75725
Net charge: +1
Frontier orbital gap (eV): 5.64
Molar mass (g/mol): 1336.59
Energy above the lowest of the compared OMol25 structures with the same formula, charge and spin (kcal per mole): 168.09


Q: The highest calculated total energy belongs to which entry?
A: C28H56BBrN3O9